Entry from the Open Molecules 2025 dataset: an isolated molecule of C18H24FNO4 at a distorted geometry (ωB97M-V with the def2-TZVPD basis set).

Geometry as XYZ:
```
48
Properties=species:S:1:pos:R:3:forces:R:3
C 4.98653 1.53173 1.19334 0.32 -0.10 0.00
C 3.65850 2.23873 1.13566 -0.34 -0.11 -0.24
O 2.75778 1.40742 0.34611 -0.42 0.73 -0.11
C 1.44913 1.72494 0.46544 0.51 0.57 0.68
O 1.05078 2.58178 1.21492 0.21 -0.82 -0.43
C 0.55469 0.83799 -0.44187 0.89 1.54 -0.74
F 1.32215 0.57359 -1.60005 -0.32 0.08 0.32
C -0.62181 1.73676 -0.90476 -0.81 0.54 -0.02
O -1.04639 2.70131 -0.31458 0.34 -1.01 -0.47
O -1.12545 1.33943 -2.09668 0.21 0.57 0.42
C -2.16069 2.22881 -2.60233 0.32 -0.13 0.09
C -2.76015 1.56421 -3.81109 -0.16 -0.03 -0.31
C 0.18854 -0.51084 0.18140 0.24 -0.05 0.02
C -1.27652 -0.79777 0.21793 -1.07 -0.82 -0.54
C -1.89409 -1.14138 -0.95455 1.14 0.29 1.09
N -3.00403 -1.88599 -1.06542 -0.77 -0.44 -0.01
C -3.60754 -2.08642 -2.36498 0.17 0.26 0.01
C -3.48676 -2.65940 0.05796 -0.11 0.16 -0.02
C 0.96350 -0.75103 1.46964 -0.36 -0.45 -0.01
C 2.34039 -0.95998 1.35477 0.03 -0.61 0.15
C 3.10467 -1.25197 2.47984 -0.38 -0.06 -0.07
C 2.45965 -1.45393 3.70697 0.18 -0.13 -0.11
C 1.07990 -1.29661 3.81601 -0.14 0.20 -0.14
C 0.33503 -0.87243 2.70832 0.42 -0.04 0.01
H 5.70614 2.18991 1.68757 0.01 -0.07 -0.06
H 4.93493 0.60200 1.77220 -0.07 0.28 -0.18
H 5.36247 1.30210 0.19021 -0.08 0.05 0.16
H 3.24012 2.39679 2.13868 0.02 -0.02 -0.37
H 3.72808 3.19947 0.60491 0.01 -0.17 0.34
H -2.90884 2.41669 -1.82012 0.31 -0.06 -0.18
H -1.66637 3.17487 -2.86359 -0.26 -0.17 0.13
H -3.46766 2.26079 -4.26672 0.00 -0.08 -0.04
H -1.99783 1.31728 -4.55804 -0.10 0.05 0.16
H -3.31012 0.65170 -3.55650 0.17 0.19 0.01
H 0.60922 -1.22057 -0.54740 0.11 0.30 0.23
H -1.77608 -0.97483 1.17362 0.25 -0.05 -0.46
H -1.44464 -0.84507 -1.90694 -0.05 -0.32 0.27
H -4.38600 -2.84218 -2.26203 0.02 0.17 -0.27
H -4.02841 -1.14314 -2.73359 -0.20 -0.30 -0.04
H -2.86480 -2.42512 -3.09685 -0.08 -0.06 0.02
H -4.37101 -3.19658 -0.29596 0.08 0.08 0.45
H -2.74109 -3.38939 0.41472 -0.04 0.23 -0.13
H -3.74167 -2.00318 0.90116 -0.16 -0.25 -0.14
H 2.79440 -0.95209 0.35806 -0.13 0.09 0.51
H 4.18558 -1.36141 2.36778 -0.36 -0.16 0.21
H 3.04816 -1.78909 4.55956 -0.18 0.15 -0.09
H 0.55589 -1.52146 4.74755 0.30 0.22 -0.18
H -0.72829 -0.64642 2.79973 0.36 -0.24 0.08
```
Positions in Å, forces in eV/Å.

- M (g mol⁻¹) = 337.4
- orbital gap (eV) = 8.282
- ΔE to the lowest compared entry with this formula, charge and spin (eV) = 2.790
- charge = 0
- 2S+1 = 1
- HOMO (Eh) = -0.27801

In the natural (NBO) picture, each atom carries the following charge in e:
1. C -0.63
2. C -0.07
3. O -0.52
4. C 0.78
5. O -0.55
6. C 0.19
7. F -0.35
8. C 0.78
9. O -0.55
10. O -0.52
11. C -0.07
12. C -0.63
13. C -0.31
14. C -0.38
15. C 0.07
16. N -0.42
17. C -0.39
18. C -0.40
19. C 0.06
20. C -0.21
21. C -0.23
22. C -0.21
23. C -0.22
24. C -0.22
25. H 0.22
26. H 0.21
27. H 0.22
28. H 0.21
29. H 0.19
30. H 0.20
31. H 0.19
32. H 0.22
33. H 0.22
34. H 0.20
35. H 0.25
36. H 0.21
37. H 0.21
38. H 0.21
39. H 0.19
40. H 0.19
41. H 0.20
42. H 0.20
43. H 0.20
44. H 0.23
45. H 0.21
46. H 0.21
47. H 0.21
48. H 0.21